Formula: C2H6NO3S
Source: the OMol25 dataset
Level of theory: wB97M-V/def2-TZVPD

Last column: Mulliken charge in e.
CARTESIAN COORDINATES (ANGSTROEM)
C (0.637, 1.600, -0.474)  -0.97
C (-1.293, -0.580, -0.455)  -1.09
N (0.226, -1.495, 1.832)  0.35
O (0.804, -1.728, 2.789)  -0.17
O (1.154, -1.017, -1.424)  -0.48
O (0.957, -0.489, 1.042)  -0.24
S (0.509, -0.183, -0.505)  1.09
H (1.646, 2.000, -0.610)  0.38
H (0.283, 1.929, 0.462)  0.38
H (0.051, 1.914, -1.234)  0.45
H (-1.838, -0.114, -1.332)  0.38
H (-1.781, -0.254, 0.365)  0.47
H (-1.355, -1.582, -0.455)  0.44

## Properties
**Orbital gap**: 11.03 eV
**HOMO energy**: -16.2 eV
**Strongest force on any atom**: 4.99 eV/A
**Relative energy (zero: lowest compared OMol25 entry of this formula, charge and spin)**: 54.3 kcal per mole
**Net charge**: +1


Formula: C17H12Br2IN3O3RuSTe
Source: the OMol25 dataset
Level of theory: wB97M-V/def2-TZVPD

Last column: Mulliken charge in e.
CARTESIAN COORDINATES (ANGSTROEM)
Ru (-0.183, -0.511, -1.379)  0.36
Br (1.247, 2.342, -0.666)  -0.20
C (-0.476, 1.439, -0.744)  -0.80
Br (-0.239, 0.390, -3.653)  -0.43
H (-1.104, 2.021, -1.412)  0.55
H (-0.865, 1.444, 0.271)  0.31
I (0.436, -3.073, -2.031)  -0.40
O (0.453, -0.699, 0.550)  -0.03
N (1.721, -0.916, 0.526)  -0.38
C (2.280, -1.009, 1.698)  0.60
C (3.691, -1.242, 1.769)  0.03
N (4.825, -1.407, 1.860)  -0.47
C (1.524, -0.889, 2.917)  0.21
N (0.914, -0.792, 3.887)  -0.49
Te (-1.949, -0.575, 2.128)  0.37
C (-3.994, -0.214, 2.463)  -0.20
C (-4.429, 1.076, 2.769)  -0.37
C (-5.780, 1.335, 2.967)  -0.50
C (-6.706, 0.309, 2.852)  -0.44
C (-6.281, -0.980, 2.556)  -0.57
C (-4.932, -1.243, 2.372)  -0.13
H (-3.707, 1.879, 2.843)  0.40
H (-6.107, 2.341, 3.198)  0.40
H (-7.760, 0.513, 2.992)  0.39
H (-7.002, -1.782, 2.469)  0.37
H (-4.600, -2.246, 2.134)  0.39
O (-6.772, 2.643, -4.473)  -0.47
C (-6.410, 2.841, -3.182)  0.68
O (-6.944, 3.705, -2.546)  -0.55
C (-5.357, 1.934, -2.633)  0.71
C (-5.247, 1.835, -1.251)  -0.75
C (-4.290, 1.015, -0.683)  0.19
C (-3.420, 0.289, -1.489)  0.62
S (-2.268, -0.871, -0.776)  -0.18
C (-3.527, 0.376, -2.872)  -0.83
C (-4.485, 1.203, -3.434)  -1.02
H (-6.335, 1.855, -4.819)  0.30
H (-5.919, 2.411, -0.629)  0.51
H (-4.215, 0.941, 0.388)  0.01
H (-2.858, -0.186, -3.502)  0.55
H (-4.510, 1.280, -4.516)  0.25

## Properties
**Orbital gap (spin up / spin down)**: 5.79 / 5.46 eV
**HOMO energy (spin up / spin down)**: -5.6 / -5.4 eV
**Strongest force on any atom**: 1.40 eV/A
**2S+1**: 2
**Relative energy (zero: lowest compared OMol25 entry of this formula, charge and spin)**: 12.0 kcal per mole
**Net charge**: -1
**<S²>**: 0.860


Formula: C21H34CoN8O2SSi
Source: the OMol25 dataset
Level of theory: wB97M-V/def2-TZVPD

Last column: Mulliken charge in e.
CARTESIAN COORDINATES (ANGSTROEM)
Co (0.780, 1.043, -1.311)  -0.17
O (-0.609, 0.293, 5.331)  -0.53
N (0.533, 0.734, 5.244)  0.91
O (1.235, 1.045, 6.167)  -0.54
C (1.073, 0.821, 3.875)  0.05
C (2.289, 0.294, 3.654)  -0.97
C (2.773, 0.177, 2.308)  1.31
C (4.019, -0.385, 1.985)  -0.74
C (4.361, -0.519, 0.665)  -1.16
C (3.461, -0.092, -0.317)  0.15
N (2.298, 0.468, -0.043)  -0.16
C (1.954, 0.596, 1.257)  -0.40
C (0.681, 1.204, 1.527)  0.47
N (-0.039, 1.607, 0.455)  -0.28
C (-1.169, 2.255, 0.674)  -0.28
C (-1.651, 2.528, 1.959)  -1.02
C (-0.963, 2.066, 3.050)  -0.38
C (0.236, 1.362, 2.840)  0.67
H (2.887, -0.068, 4.482)  0.54
H (4.690, -0.707, 2.772)  0.49
H (5.307, -0.951, 0.370)  0.45
H (3.705, -0.234, -1.363)  0.41
H (-1.712, 2.582, -0.201)  0.63
H (-2.563, 3.095, 2.072)  0.48
H (-1.330, 2.247, 4.051)  0.60
N (1.905, 0.899, -3.013)  -0.45
N (1.876, -0.361, -3.643)  -0.37
C (1.112, -1.381, -3.174)  0.49
N (1.100, -2.473, -3.944)  -0.38
S (0.257, -1.315, -1.735)  -0.35
H (1.488, 1.585, -3.641)  -0.10
H (2.877, 1.157, -2.860)  0.46
H (2.197, -0.387, -4.601)  0.31
H (1.590, -2.534, -4.822)  0.20
H (0.518, -3.246, -3.670)  0.21
N (-2.314, -2.961, 4.054)  -0.13
C (-0.974, -3.606, 3.804)  -0.90
C (-0.034, -2.539, 3.254)  -0.40
N (-0.534, -1.857, 2.075)  -0.01
C (-1.876, -1.337, 2.258)  -0.32
C (-2.874, -2.358, 2.792)  -0.93
H (-2.200, -2.225, 4.759)  0.36
H (-2.969, -3.641, 4.442)  0.36
H (-1.148, -4.416, 3.097)  0.36
H (-0.621, -4.017, 4.748)  0.46
H (0.930, -2.999, 3.038)  0.54
H (0.125, -1.795, 4.040)  0.04
H (-0.439, -2.412, 1.232)  0.31
H (-2.253, -0.941, 1.316)  0.49
H (-1.826, -0.500, 2.963)  0.06
H (-3.031, -3.184, 2.100)  0.38
H (-3.834, -1.905, 3.036)  0.45
C (0.196, 2.351, -5.300)  -1.28
Si (-1.190, 1.761, -4.148)  0.32
C (-1.713, 0.049, -4.712)  -0.97
C (-2.627, 2.932, -4.394)  -1.15
C (-0.722, 1.813, -2.331)  -0.54
H (-0.259, 2.661, -6.245)  0.38
H (0.928, 1.584, -5.577)  0.35
H (0.729, 3.228, -4.919)  0.43
H (-2.205, 0.114, -5.685)  0.40
H (-2.424, -0.396, -4.012)  0.31
H (-0.879, -0.647, -4.820)  0.28
H (-2.962, 2.936, -5.433)  0.33
H (-2.356, 3.957, -4.130)  0.33
H (-3.480, 2.644, -3.774)  0.32
H (-1.622, 1.411, -1.843)  0.26
H (-0.706, 2.891, -2.086)  0.54

## Properties
**Orbital gap (spin up / spin down)**: 7.21 / 7.32 eV
**HOMO energy (spin up / spin down)**: -13.1 / -13.2 eV
**Strongest force on any atom**: 0.14 eV/A
**2S+1**: 2
**Relative energy (zero: lowest compared OMol25 entry of this formula, charge and spin)**: 0.0 kcal per mole
**Net charge**: +2
**<S²>**: 0.778


Formula: C14H15NSeTb
Source: the OMol25 dataset
Level of theory: wB97M-V/def2-TZVPD

Last column: Mulliken charge in e.
CARTESIAN COORDINATES (ANGSTROEM)
C (2.258, 1.039, 0.647)  -0.14
C (2.673, 0.036, -0.286)  -0.54
C (2.275, -1.241, 0.229)  -0.48
C (1.622, -1.026, 1.489)  -0.51
C (1.617, 0.384, 1.745)  -0.44
Tb (0.045, 0.097, -0.282)  0.37
C (-0.021, -0.220, -2.855)  -0.85
C (0.139, 1.057, -2.492)  0.39
C (0.357, 2.362, -2.587)  -0.74
N (-0.455, 2.027, 0.222)  -0.52
H (2.483, -2.210, -0.232)  0.35
H (3.226, 0.213, -1.213)  0.42
H (1.230, -1.800, 2.149)  0.44
H (1.231, 0.865, 2.644)  0.31
H (2.455, 2.105, 0.554)  0.29
H (0.839, -0.865, -3.104)  0.25
H (-0.872, 2.795, 0.758)  0.03
H (-0.998, -0.672, -3.093)  0.28
H (0.605, 2.882, -3.517)  0.29
H (0.282, 3.015, -1.706)  0.25
Se (-2.203, -0.809, 0.976)  -0.18
C (-3.459, -1.805, 1.828)  0.18
C (-4.232, -2.776, 1.131)  -0.46
C (-5.396, -3.284, 1.693)  -0.36
C (-5.777, -2.906, 2.991)  -0.43
C (-4.947, -2.057, 3.742)  -0.37
C (-3.780, -1.542, 3.190)  -0.42
H (-3.918, -3.073, 0.129)  0.31
H (-6.010, -3.980, 1.118)  0.31
H (-6.710, -3.275, 3.421)  0.32
H (-5.217, -1.791, 4.766)  0.31
H (-3.133, -0.880, 3.763)  0.33

## Properties
**Orbital gap (spin up / spin down)**: 5.74 / 6.52 eV
**HOMO energy (spin up / spin down)**: -2.8 / -3.7 eV
**Strongest force on any atom**: 2.65 eV/A
**2S+1**: 7
**Relative energy (zero: lowest compared OMol25 entry of this formula, charge and spin)**: 0.0 kcal per mole
**Net charge**: -1
**<S²>**: 13.039


Formula: C19H23NO
Source: the OMol25 dataset
Level of theory: wB97M-V/def2-TZVPD

Last column: Mulliken charge in e.
CARTESIAN COORDINATES (ANGSTROEM)
C (3.948, 3.674, 0.835)  -0.43
C (2.862, 4.334, 0.285)  -0.59
C (1.621, 3.725, 0.259)  -0.35
C (1.453, 2.452, 0.789)  0.44
C (2.544, 1.798, 1.346)  -0.13
C (3.786, 2.405, 1.364)  -0.64
H (4.630, 1.886, 1.795)  0.39
H (2.415, 0.809, 1.759)  0.37
C (0.093, 1.798, 0.776)  -1.05
O (0.125, 0.390, 0.804)  -0.28
C (0.612, -0.286, -0.281)  0.95
C (1.109, 0.329, -1.424)  -0.68
C (1.588, -0.433, -2.476)  -0.72
C (1.588, -1.812, -2.399)  -0.76
C (1.095, -2.425, -1.260)  -0.27
C (0.594, -1.687, -0.199)  0.61
C (0.016, -2.399, 1.004)  -1.61
N (-1.223, -3.129, 0.779)  -0.28
H (-1.064, -3.862, 0.095)  0.31
C (-2.437, -2.419, 0.416)  -0.22
C (-2.522, -1.854, -1.032)  -0.61
C (-3.092, -0.437, -0.905)  -0.22
H (-2.281, 0.293, -0.936)  -0.15
C (-3.748, -0.411, 0.475)  -0.84
H (-4.722, -0.903, 0.436)  0.33
H (-3.887, 0.601, 0.854)  0.40
C (-2.777, -1.228, 1.320)  -0.28
H (-3.196, -1.548, 2.272)  0.37
H (-1.888, -0.631, 1.509)  -0.11
H (-3.792, -0.198, -1.705)  0.42
H (-3.177, -2.482, -1.638)  0.43
H (-1.542, -1.844, -1.507)  0.11
H (-3.232, -3.167, 0.533)  0.42
H (0.740, -3.144, 1.352)  0.56
H (-0.144, -1.688, 1.814)  0.47
H (1.094, -3.505, -1.189)  0.41
H (1.971, -2.406, -3.215)  0.40
H (1.968, 0.064, -3.357)  0.41
H (1.140, 1.404, -1.501)  0.34
H (-0.494, 2.156, -0.083)  0.46
H (-0.449, 2.070, 1.690)  0.46
H (0.775, 4.239, -0.176)  0.39
H (2.983, 5.324, -0.129)  0.38
H (4.918, 4.148, 0.850)  0.38

## Properties
**Orbital gap**: 9.12 eV
**SMILES string**: c1ccc(COc2ccccc2CNC2CCCC2)cc1
**HOMO energy**: -8.3 eV
**Strongest force on any atom**: 0.45 eV/A
**Relative energy (zero: lowest compared OMol25 entry of this formula, charge and spin)**: 31.9 kcal per mole


Formula: C9H12FNO3
Source: the OMol25 dataset
Level of theory: wB97M-V/def2-TZVPD

Last column: Mulliken charge in e.
CARTESIAN COORDINATES (ANGSTROEM)
C (-2.145, 0.528, -0.261)  0.22
C (-2.338, -0.976, -0.520)  0.49
C (-1.114, 0.789, 0.858)  -1.05
C (0.321, 0.475, 0.495)  -0.88
C (1.000, -0.616, 1.051)  0.40
C (1.013, 1.273, -0.420)  -0.24
C (2.317, -0.901, 0.714)  -0.92
C (2.331, 1.001, -0.770)  -0.83
C (2.988, -0.090, -0.200)  0.77
H (-4.055, 1.034, -0.682)  0.29
H (-3.802, 0.710, 0.869)  0.28
H (-1.760, 0.974, -1.187)  0.45
H (-1.405, 0.221, 1.752)  0.32
H (-1.214, 1.851, 1.112)  0.43
H (0.483, -1.257, 1.764)  0.57
H (0.517, 2.135, -0.862)  0.43
H (2.839, -1.748, 1.149)  0.39
H (2.850, 1.641, -1.482)  0.27
H (4.624, 0.227, -1.131)  0.28
H (-0.477, -1.089, -0.959)  0.36
H (-0.065, -1.892, 0.271)  0.63
N (-3.391, 1.192, 0.071)  -0.73
O (-3.393, -1.534, -0.357)  -0.57
O (4.275, -0.410, -0.496)  -0.55
O (-1.263, -1.660, -0.955)  -0.63
F (0.867, -1.880, 0.178)  -0.17

## Properties
**Orbital gap**: 8.40 eV
**HOMO energy**: -7.8 eV
**Strongest force on any atom**: 12.19 eV/A
**Relative energy (zero: lowest compared OMol25 entry of this formula, charge and spin)**: 114.5 kcal per mole


Formula: C34H33FeO4
Source: the OMol25 dataset
Level of theory: wB97M-V/def2-TZVPD

Last column: Mulliken charge in e.
CARTESIAN COORDINATES (ANGSTROEM)
C (1.793, -3.255, 1.453)  -1.07
C (1.782, -2.197, 0.411)  0.59
C (2.690, -2.363, -0.791)  -1.06
C (0.680, -1.254, 0.404)  -2.18
Fe (0.862, 0.322, 1.585)  0.34
C (0.701, -0.688, 3.185)  0.12
O (0.287, -1.100, 4.190)  -0.45
C (-0.976, 0.529, 1.441)  0.16
O (-2.125, 0.497, 1.617)  -0.48
C (1.944, 1.337, 0.218)  0.54
C (2.805, 0.854, 1.268)  -0.05
C (2.311, 1.373, 2.513)  -1.88
C (1.167, 2.192, 2.231)  -0.08
C (0.944, 2.174, 0.809)  -2.05
H (1.067, -3.071, 2.255)  0.46
H (1.631, -4.270, 1.045)  0.33
H (2.768, -3.297, 1.944)  -0.05
H (2.307, -1.657, -1.546)  0.44
H (2.466, -3.360, -1.220)  0.49
H (0.494, -0.768, -0.576)  0.34
H (-0.239, -1.690, 0.838)  0.78
H (2.064, 1.172, -0.852)  1.14
H (3.714, 0.267, 1.133)  0.50
H (2.788, 1.245, 3.484)  0.48
H (0.615, 2.792, 2.951)  0.47
H (0.214, 2.754, 0.249)  0.55
C (6.571, -3.191, -9.197)  -0.81
O (7.062, -3.724, -7.951)  -0.45
C (6.682, -3.120, -6.789)  0.84
C (6.984, -3.803, -5.584)  -0.69
C (6.473, -3.342, -4.378)  -0.46
C (5.758, -2.129, -4.306)  -0.70
C (5.239, -1.600, -3.015)  0.47
C (4.698, -2.480, -2.121)  -2.16
C (4.175, -2.228, -0.717)  3.23
C (4.823, -3.146, 0.336)  -0.53
C (4.897, -2.729, 1.672)  -0.41
C (5.130, -3.665, 2.686)  -0.17
C (5.366, -5.005, 2.355)  -0.66
C (5.472, -5.368, 1.012)  -0.57
C (5.232, -4.431, 0.001)  -0.74
C (5.282, -0.131, -2.833)  -0.01
C (6.310, 0.635, -3.433)  -0.28
C (6.358, 2.010, -3.335)  -0.97
C (5.368, 2.688, -2.582)  0.73
O (5.437, 4.043, -2.523)  -0.51
C (4.436, 4.740, -1.734)  -0.76
C (4.354, 1.942, -1.947)  -0.20
C (4.303, 0.565, -2.111)  0.71
C (5.525, -1.430, -5.508)  -0.36
C (5.957, -1.902, -6.741)  -0.52
H (7.005, -3.846, -9.949)  0.25
H (5.476, -3.237, -9.246)  0.35
H (6.908, -2.159, -9.352)  0.30
H (7.585, -4.709, -5.645)  0.40
H (6.666, -3.899, -3.460)  0.43
H (4.513, -3.504, -2.484)  0.77
H (4.474, -1.216, -0.418)  -0.12
H (4.652, -1.686, 1.925)  0.07
H (5.087, -3.345, 3.728)  0.36
H (5.490, -5.747, 3.145)  0.37
H (5.726, -6.389, 0.739)  0.38
H (5.300, -4.721, -1.048)  0.24
H (7.093, 0.134, -3.999)  0.59
H (7.130, 2.596, -3.827)  0.41
H (4.700, 5.793, -1.849)  0.24
H (3.423, 4.549, -2.125)  0.32
H (4.490, 4.439, -0.674)  0.33
H (3.594, 2.446, -1.350)  0.48
H (3.450, 0.025, -1.708)  -0.36
H (4.978, -0.486, -5.495)  0.51
H (5.727, -1.355, -7.660)  0.29

## Properties
**Orbital gap (spin up / spin down)**: 3.78 / 3.83 eV
**HOMO energy (spin up / spin down)**: -1.5 / -3.7 eV
**Strongest force on any atom**: 7.27 eV/A
**2S+1**: 5
**Relative energy (zero: lowest compared OMol25 entry of this formula, charge and spin)**: 0.0 kcal per mole
**Net charge**: -1
**<S²>**: 6.114


Number 1: calculated total energy -758.0246 Ha. Number 2: calculated total energy -7251.8708 Ha. Number 3: calculated total energy -3479.0618 Ha. Number 4: calculated total energy -3822.9388 Ha. Number 5: calculated total energy -867.7870 Ha. Number 6: calculated total energy -730.3043 Ha. Number 7: calculated total energy -2879.8027 Ha.